1.
{"formula": "C14H20N2O3", "method": "wB97M-V/def2-TZVPD", "total_charge": 0, "e_above_lowest_kj_mol": 1093.0, "symbols": ["C", "C", "C", "C", "C", "C", "C", "C", "C", "C", "C", "C", "C", "C", "H", "H", "H", "H", "H", "H", "H", "H", "H", "H", "H", "H", "H", "H", "H", "H", "H", "H", "H", "H", "N", "N", "O", "O", "O"], "xyz": [[-3.203, 0.572, 0.864], [-2.030, 0.481, 0.107], [-3.400, 2.082, 1.013], [-2.219, 2.844, 1.765], [-4.886, 2.489, 1.457], [0.147, -0.409, -0.379], [0.003, -1.078, -1.706], [1.173, -1.190, 0.405], [2.574, -1.033, 0.032], [3.469, -0.141, 0.785], [3.247, -1.737, -0.973], [4.806, 0.013, 0.447], [4.669, -1.673, -1.254], [5.508, -0.813, -0.525], [-2.032, -0.033, 2.655], [-4.356, 0.288, 2.770], [-4.182, 0.279, 0.286], [-3.220, 2.598, 0.009], [-1.335, 3.216, 1.013], [-2.676, 3.796, 1.937], [-1.620, 2.195, 2.701], [-5.398, 1.714, 0.876], [-5.233, 3.539, 1.052], [-4.792, 2.697, 2.822], [-1.156, -1.289, 0.847], [0.407, 0.589, -0.746], [0.715, -1.067, 1.480], [1.070, -2.329, 0.093], [3.031, 0.517, 1.581], [2.509, -2.407, -1.498], [5.232, 0.991, 0.774], [5.164, -2.168, -2.226], [6.622, -0.791, -0.655], [-0.495, 0.637, -2.267], [-3.271, -0.336, 2.113], [-1.033, -0.473, 0.156], [-1.696, 1.374, -0.732], [-0.169, -2.429, -1.833], [-0.294, -0.163, -2.636]], "mulliken_charge": [0.200, -0.162, 0.525, -1.235, -1.209, -0.144, 0.437, -0.925, -0.033, -0.439, 0.022, -0.392, -0.616, -0.340, 0.343, 0.360, 0.427, 0.282, 0.235, 0.487, 0.142, 0.343, 0.320, 0.272, 0.427, 0.736, 0.485, 0.357, 0.274, 0.307, 0.268, 0.216, 0.350, 0.412, -0.747, -0.075, -0.806, -0.625, -0.480]}

2.
{"formula": "C7H16N", "method": "wB97M-V/def2-TZVPD", "total_charge": 1, "smiles": "C/C=C(/C)C[C@@H](C)[NH3+]", "e_above_lowest_kj_mol": 68.2, "symbols": ["C", "C", "C", "C", "C", "C", "C", "N", "H", "H", "H", "H", "H", "H", "H", "H", "H", "H", "H", "H", "H", "H", "H", "H"], "xyz": [[-0.374, -1.683, 1.849], [-0.068, -0.374, 1.156], [0.621, -0.506, -0.199], [-0.248, -0.058, -1.362], [-0.395, 1.218, -1.697], [0.212, 2.404, -0.996], [-0.888, -1.138, -2.192], [0.905, 0.422, 2.152], [0.523, -2.271, 2.031], [-1.002, -2.293, 1.197], [-0.968, -1.540, 2.756], [-0.928, 0.274, 1.142], [1.561, 0.035, -0.258], [0.898, -1.559, -0.345], [-1.008, 1.440, -2.560], [0.828, 2.973, -1.690], [0.888, 2.066, -0.205], [-0.532, 3.114, -0.622], [-0.438, -1.354, -3.162], [-0.952, -2.081, -1.646], [-1.931, -0.873, -2.420], [1.821, 0.486, 1.704], [0.546, 1.365, 2.323], [0.928, -0.067, 3.044]], "mulliken_charge": [-1.688, 0.519, -1.457, 0.803, -0.412, -1.141, -1.568, -0.288, 0.481, 0.373, 0.479, 0.368, 0.567, 0.492, 0.439, 0.388, 0.181, 0.317, 0.319, 0.359, 0.402, 0.356, 0.352, 0.359]}

3.
{"formula": "C6H6N4O8SSeZr", "method": "wB97M-V/def2-TZVPD", "total_charge": 0, "e_above_lowest_kj_mol": 35.9, "symbols": ["Zr", "N", "C", "C", "N", "C", "C", "N", "C", "C", "N", "H", "H", "H", "H", "H", "H", "O", "S", "O", "O", "O", "O", "Se", "O", "O", "O"], "xyz": [[-0.734, -1.217, 0.599], [-0.110, 2.655, -1.396], [-1.487, 2.781, -1.395], [-1.969, 1.673, -0.774], [-0.910, 0.886, -0.395], [0.189, 1.498, -0.783], [1.458, 0.845, -0.509], [1.424, -0.327, 0.082], [2.723, -0.730, 0.253], [3.549, 0.222, -0.254], [2.728, 1.224, -0.736], [0.532, 3.315, -1.800], [-1.982, 3.626, -1.837], [-2.984, 1.372, -0.588], [2.966, -1.662, 0.732], [4.620, 0.282, -0.311], [3.039, 2.078, -1.166], [-0.432, 0.045, 4.129], [-0.962, -1.012, 3.332], [-1.846, -0.454, 2.177], [0.158, -1.589, 2.379], [-1.622, -2.094, 3.988], [-0.150, -2.285, -1.310], [-1.746, -2.795, -1.288], [-2.197, -4.012, -2.203], [-1.747, -2.988, 0.403], [-2.508, -1.338, -1.327]], "mulliken_charge": [2.097, -0.128, -0.655, -0.507, 0.291, 0.235, 0.115, 0.247, -0.600, -0.565, -0.147, 0.176, 0.411, 0.454, 0.461, 0.408, 0.180, -0.572, 1.108, -0.697, -0.620, -0.550, -0.609, 1.148, -0.599, -0.511, -0.570]}

4.
{"formula": "C3H4NO3S", "method": "wB97M-V/def2-TZVPD", "total_charge": -1, "e_above_lowest_kj_mol": 133.5, "symbols": ["C", "C", "C", "N", "O", "O", "O", "S", "H", "H", "H", "H"], "xyz": [[0.085, 0.129, 0.064], [1.293, 2.095, -0.285], [-0.083, -1.183, 0.151], [1.238, 0.817, -0.043], [3.037, -0.920, -1.256], [2.695, -1.375, 1.152], [2.191, 2.870, -0.055], [3.067, -0.381, 0.107], [-0.758, 0.701, -0.126], [0.380, 2.544, -0.815], [0.629, -1.921, 0.478], [-1.024, -1.478, 0.477]], "mulliken_charge": [0.147, 0.065, -1.155, -0.146, -0.520, -0.554, -0.587, 0.639, 0.300, 0.205, 0.301, 0.304]}

5.
{"formula": "C14H23BN6Zn", "method": "wB97M-V/def2-TZVPD", "total_charge": 0, "e_above_lowest_kj_mol": 0.0, "symbols": ["H", "N", "B", "N", "C", "Zn", "H", "C", "H", "C", "H", "C", "H", "H", "H", "N", "N", "N", "N", "C", "C", "H", "H", "C", "C", "C", "C", "H", "H", "H", "H", "H", "C", "C", "C", "C", "H", "H", "H", "H", "H", "H", "H", "H", "H"], "xyz": [[1.136, 3.697, -0.257], [0.957, 2.000, -1.514], [0.295, 0.494, -3.516], [0.698, 1.833, -2.866], [0.759, 3.017, -3.482], [1.666, 0.686, -0.249], [0.635, 3.030, -4.559], [0.961, 3.993, -2.508], [1.023, 5.047, -2.675], [1.048, 3.324, -1.277], [0.317, 0.574, -4.705], [-2.068, -2.582, 2.142], [-1.436, -3.078, 2.878], [-1.469, -1.868, 1.582], [-2.459, -3.329, 1.452], [-1.121, 0.115, -3.008], [1.275, -0.550, -2.951], [-1.281, 0.001, -1.650], [1.604, -0.681, -1.613], [-2.266, -0.191, -3.637], [1.875, -1.513, -3.654], [-2.301, -0.143, -4.714], [1.771, -1.491, -4.726], [-3.217, -0.525, -2.657], [2.534, -2.354, -2.759], [-2.527, -0.385, -1.432], [2.327, -1.810, -1.482], [-4.229, -0.821, -2.799], [3.083, -3.233, -3.001], [-2.867, -0.544, -0.415], [2.636, -2.152, -0.502], [-2.873, -2.080, 2.632], [2.941, 0.312, 3.891], [1.840, 0.322, 2.816], [0.542, 0.963, 3.320], [2.313, 0.969, 1.522], [3.322, 1.324, 4.066], [3.803, -0.277, 3.562], [2.615, -0.097, 4.857], [1.614, -0.728, 2.575], [0.598, 2.055, 3.258], [-0.303, 0.652, 2.689], [0.285, 0.708, 4.359], [2.331, 2.064, 1.614], [3.264, 0.512, 1.190]], "mulliken_charge": [0.439, -0.314, 0.451, 0.261, -0.086, -0.431, 0.440, -1.017, 0.380, 0.115, -0.133, -0.950, 0.307, 0.060, 0.302, 0.297, 0.285, -0.407, -0.217, -0.300, -0.111, 0.448, 0.449, -0.892, -1.017, -0.266, 0.090, 0.396, 0.397, 0.464, 0.452, 0.286, -1.511, 1.051, -1.382, -1.043, 0.317, 0.366, 0.388, 0.127, 0.310, 0.259, 0.391, 0.500, 0.051]}

6.
{"formula": "C4H15N3O2", "method": "wB97M-V/def2-TZVPD", "total_charge": 0, "e_above_lowest_kj_mol": 231.3, "symbols": ["C", "C", "N", "N", "O", "H", "H", "H", "H", "H", "H", "H", "H", "C", "C", "N", "O", "H", "H", "H", "H", "H", "H", "H"], "xyz": [[1.766, -0.261, 0.055], [1.263, -0.424, 1.509], [2.636, 0.882, -0.124], [0.607, -0.095, -0.849], [1.000, 0.802, 2.139], [0.266, 1.261, 1.680], [2.322, -1.167, -0.226], [2.275, 1.666, 0.413], [0.930, 0.353, -1.702], [3.568, 0.682, 0.219], [-0.806, 0.242, -0.335], [2.052, -0.907, 2.093], [0.388, -1.088, 1.515], [-1.828, 0.922, 0.230], [-2.238, -1.253, -1.512], [-1.292, -2.102, -1.381], [-0.976, 2.026, 0.629], [-0.429, 2.233, -0.143], [-1.472, -2.810, -0.671], [0.197, -1.026, -1.114], [-2.222, 0.519, 1.167], [-2.685, 1.323, -0.326], [-3.189, -1.274, -0.977], [-2.135, -0.505, -2.289]], "mulliken_charge": [-0.124, -0.562, -0.701, -0.524, -0.621, 0.423, 0.443, 0.294, 0.210, 0.253, 0.260, 0.408, 0.266, -0.647, -0.397, -0.595, -0.636, 0.308, 0.184, 0.456, 0.252, 0.353, 0.326, 0.373]}

| no. | frontier orbital gap (eV) | HOMO level (Eh) |
| --- | --- | --- |
| 1 | 9.05 | -0.336 |
| 2 | 9.13 | -0.461 |
| 3 | 9.04 | -0.369 |
| 4 | 8.16 | -0.157 |
| 5 | 8.99 | -0.313 |
| 6 | 9.38 | -0.315 |